#A
Below is a single C5H5NO molecule, with properties calculated with wB97M-V/def2-TZVPD.

CARTESIAN COORDINATES (ANGSTROEM)
1 N 2.82976 1.60795 0.13181
2 C 2.25938 0.63697 -0.14154
3 C 1.54675 -0.56051 -0.49162
4 C 0.21470 -0.64225 -0.45288
5 C -0.71531 0.45128 -0.02981
6 C -1.90102 -0.08746 0.74355
7 O -2.09056 -1.26077 0.95320
8 H 2.15108 -1.40957 -0.79575
9 H -0.25347 -1.58348 -0.72854
10 H -1.11531 0.98641 -0.90564
11 H -0.20581 1.21556 0.57200
12 H -2.61661 0.67741 1.10764

As for the structure (SMILES): N#C/C=C\CC=O. The frontier orbital gap is 10.7 eV.

Atom charges from the natural (NBO) analysis, given in e for atoms 1 to 4: number 1, N, carries -0.307; number 2, C, carries 0.246; number 3, C, carries -0.332; number 4, C, carries -0.074

=====

#B
Below is a single C5H5NO molecule, with properties calculated with wB97M-V/def2-TZVPD.

CARTESIAN COORDINATES (ANGSTROEM)
1 C -0.82560 -0.86221 -1.89277
2 C -0.80661 -0.32030 -0.81885
3 C -0.52761 0.26664 0.49893
4 C -0.92805 -0.71183 1.52407
5 N -1.25615 -1.52581 2.27789
6 C 1.00088 0.58766 0.53247
7 O 1.39630 1.21032 -0.65502
8 H -0.86804 -1.37885 -2.82554
9 H -1.09526 1.19147 0.65749
10 H 1.54960 -0.34636 0.71753
11 H 1.21666 1.29007 1.33991
12 H 1.16078 0.60972 -1.37930

As for the structure (SMILES): C#C[C@@H](C#N)CO. The frontier orbital gap is 11.5 eV.

Atom charges from the natural (NBO) analysis, given in e for atoms 1 to 4: number 1, C, carries -0.219; number 2, C, carries 0.000; number 3, C, carries -0.423; number 4, C, carries 0.286

=====

#C
Below is a single C5H5NO molecule, with properties calculated with wB97M-V/def2-TZVPD.

CARTESIAN COORDINATES (ANGSTROEM)
1 N 0.19503 -1.99077 -0.09907
2 C -0.92888 -1.85059 0.52076
3 C -1.16741 -0.41081 -0.21149
4 O -1.21852 0.85491 0.44254
5 C -0.03483 1.32119 0.58361
6 C 1.04931 0.36656 0.27185
7 C 0.26572 -0.57812 -0.67292
8 H -1.99269 -0.43852 -0.91648
9 H 0.01963 2.37737 0.82150
10 H 1.95105 0.86020 -0.10168
11 H 1.33637 -0.22619 1.16196
12 H 0.47815 -0.38408 -1.74262

The frontier orbital gap (alpha / beta) is 9.0 / 5.5 eV.

Atom charges from the natural (NBO) analysis, given in e for atoms 1 to 4: number 1, N, carries -0.457; number 2, C, carries 0.155; number 3, C, carries 0.005; number 4, O, carries -0.390

=====

#D
Below is a single C5H5NO molecule, with properties calculated with wB97M-V/def2-TZVPD.

CARTESIAN COORDINATES (ANGSTROEM)
1 N 2.23542 1.15678 0.63745
2 C 1.30869 1.03377 -0.04878
3 C 0.25375 0.36501 -0.80778
4 C -1.23915 0.35883 -0.58786
5 C -0.45055 -0.79747 -0.07754
6 C 0.20028 -0.64438 1.24423
7 O 1.21097 -1.22887 1.53297
8 H 0.63976 0.05381 -1.76195
9 H -1.71490 1.02345 0.13219
10 H -1.82034 0.19652 -1.49272
11 H -0.46275 -1.77449 -0.55719
12 H -0.16117 0.25705 1.78697

As for the structure (SMILES): N#C[C@@H]1C[C@@H]1C=O. The frontier orbital gap is 10.8 eV.

Atom charges from the natural (NBO) analysis, given in e for atoms 1 to 4: number 1, N, carries -0.268; number 2, C, carries 0.244; number 3, C, carries -0.313; number 4, C, carries -0.389

=====

Most favorable structure: #A. The second most favorable one is 117.9 kJ/mol above it.

=====

#A
Below is 2 unconnected molecules or ions with the total composition C5H5NO, with properties calculated with wB97M-V/def2-TZVPD.

CARTESIAN COORDINATES (ANGSTROEM)
1 O -1.34524 -1.67583 1.20476
2 C -1.05911 -0.70551 0.65958
3 C -0.63123 0.47399 0.13068
4 C 0.96868 0.51149 0.10277
5 C 0.22470 0.45616 -1.16189
6 C 0.20685 -0.69709 -2.04937
7 N 0.29457 -1.61312 -2.75238
8 H 0.26924 0.44611 2.84027
9 H -1.20056 1.35676 0.41628
10 H 1.35978 -0.48403 0.36172
11 H 0.68920 0.73633 2.29183
12 H 0.06217 1.40079 -1.68136

The frontier orbital gap is 8.0 eV.

Atom charges from the natural (NBO) analysis, given in e for atoms 1 to 4: number 1, O, carries -0.356; number 2, C, carries 0.853; number 3, C, carries -0.477; number 4, C, carries -0.369

=====

#B
Below is a molecular structure, C5H5NO, with properties calculated with wB97M-V/def2-TZVPD.

CARTESIAN COORDINATES (ANGSTROEM)
1 C -0.74719 -1.06697 0.15850
2 C 0.54629 -1.18780 -0.06268
3 C 1.62346 -0.18613 -0.22549
4 C 0.95304 1.12992 -0.06583
5 C 0.55566 2.22485 0.18799
6 H -2.71428 -0.19042 -0.30772
7 H -1.40023 1.04673 -0.54844
8 H -1.26814 -2.15429 0.67644
9 H 1.13174 -2.27150 0.52853
10 H 0.11350 3.05306 0.23674
11 N -1.65557 0.07446 -0.37377
12 O 2.86172 -0.47190 -0.20427

The frontier orbital gap is 8.8 eV.

Atom charges from the natural (NBO) analysis, given in e for atoms 1 to 4: number 1, C, carries 0.061; number 2, C, carries -0.385; number 3, C, carries 0.455; number 4, C, carries -0.083

=====

Most favorable structure: #A. The second most favorable one is 37.5 kJ/mol above it.